{"formula": "C3H8ClOY", "method": "wB97M-V/def2-TZVPD", "symbols": ["C", "Y", "H", "H", "H", "H", "H", "C", "O", "H", "C", "H", "Cl", "H"], "positions_angstrom": [[0.369, 1.811, 1.019], [-0.185, -5.824, -1.317], [-0.135, 2.735, 0.736], [0.983, 1.233, -0.927], [-0.175, 1.386, 1.863], [-1.096, -0.486, -1.293], [-1.689, 1.092, -0.583], [-1.006, 0.248, -0.492], [1.056, -0.341, 0.495], [0.806, -1.107, -0.026], [0.389, 0.765, -0.141], [-1.440, -0.239, 0.381], [0.697, -3.271, -0.926], [1.425, 2.000, 1.210]], "charge": 2, "relative_energy_ev": 0.491, "max_force_ev_per_a": 4.6, "orbital_gap_ev": 2.3, "homo_energy_ha": -0.5511}